Density functional theory data (ωB97M-V with the def2-TZVPD basis set) for a cluster of 12 separate species, C47H110Cl15N7 in total in a non-equilibrium geometry.

Element x y z (Å)
1 C 2.1265 -4.9070 -4.6311
2 C 1.9722 -3.4465 -5.0406
3 N 2.5978 -2.5909 -4.0431
4 C 2.4119 -1.2004 -4.3458
5 C 1.0153 -0.8381 -4.7504
6 C 4.0068 -2.9571 -3.8042
7 C 4.6501 -2.0688 -2.7288
8 H 1.3927 -5.5446 -5.1363
9 H 1.9216 -5.0417 -3.5644
10 H 3.0856 -5.3372 -4.8917
11 H 2.4582 -3.3000 -6.0497
12 H 0.9441 -3.1262 -5.0464
13 H 2.6235 -0.6418 -3.4226
14 H 3.1878 -0.8411 -5.0823
15 H 0.9394 0.2466 -4.8144
16 H 0.6990 -1.2215 -5.7240
17 H 0.3024 -1.1924 -4.0148
18 H 4.6584 -2.9377 -4.7187
19 H 4.0398 -3.9571 -3.4187
20 H 5.6386 -2.3954 -2.3985
21 H 4.0160 -2.0006 -1.8241
22 H 4.7566 -1.0477 -3.0925
23 C 2.3431 4.1008 0.3756
24 C 1.1321 4.9942 0.8579
25 N -0.0957 4.7440 0.0963
26 C -1.2239 5.4171 0.6887
27 C -2.5340 4.9672 0.2150
28 C 0.0732 5.0369 -1.3104
29 C 0.5570 6.4819 -1.6045
30 H 3.2651 4.2806 0.9454
31 H 2.6272 4.2591 -0.6652
32 H 2.1297 3.0481 0.5149
33 H 0.9554 4.8145 1.9222
34 H 1.4278 6.0633 0.8167
35 H -1.2018 5.2389 1.7477
36 H -1.1298 6.5090 0.5518
37 H -3.3414 5.2930 0.8743
38 H -2.7934 5.2924 -0.7947
39 H -2.5096 3.8817 0.1793
40 H -0.8771 4.8899 -1.8474
41 H 0.8458 4.3702 -1.7194
42 H 1.5141 6.6692 -1.1088
43 H -0.1357 7.2354 -1.2344
44 H 0.6657 6.6177 -2.6839
45 C -1.3703 -3.0720 -1.8259
46 C -1.8631 -3.8364 -3.1502
47 N -2.4177 -5.1520 -2.9202
48 C -3.4934 -5.1731 -1.9515
49 C -4.6291 -4.2105 -2.2141
50 C -1.3644 -6.1778 -2.7451
51 C -1.8312 -7.6360 -2.9883
52 H -2.0850 -3.1116 -1.0089
53 H -1.2023 -2.0278 -2.0935
54 H -0.4772 -3.5129 -1.3765
55 H -2.6301 -3.2502 -3.6907
56 H -0.9588 -3.9043 -3.7341
57 H -3.9027 -6.1756 -1.9829
58 H -3.1019 -5.0114 -0.9190
59 H -5.1352 -4.4752 -3.1545
60 H -5.3109 -4.2966 -1.3666
61 H -4.3385 -3.1611 -2.2662
62 H -0.8437 -6.1121 -1.7515
63 H -0.6337 -5.9770 -3.5307
64 H -2.6940 -7.9829 -2.3944
65 H -0.9604 -8.2925 -2.8946
66 H -2.2053 -7.6979 -4.0410
67 C -2.7618 -0.8064 -5.8262
68 C -3.6548 -0.4769 -4.6608
69 N -3.5673 0.9148 -4.1651
70 C -4.1475 1.8755 -5.0704
71 C -5.5711 1.5307 -5.4788
72 C -2.1815 1.2559 -3.7979
73 C -2.1597 2.5668 -2.9799
74 H -2.9564 -0.1820 -6.7092
75 H -2.8947 -1.8377 -6.1171
76 H -1.7000 -0.7850 -5.5807
77 H -4.6807 -0.7797 -4.9235
78 H -3.3241 -1.0480 -3.7728
79 H -3.5559 2.0640 -5.9762
80 H -4.1990 2.7965 -4.5031
81 H -6.0816 2.3746 -5.9492
82 H -6.1313 1.2516 -4.5949
83 H -5.6401 0.6917 -6.1882
84 H -1.7631 0.4167 -3.2049
85 H -1.5141 1.4146 -4.6841
86 H -2.9099 2.5278 -2.1921
87 H -1.2130 2.8973 -2.6049
88 H -2.5095 3.3317 -3.6772
89 C 5.0011 1.1680 6.0980
90 C 3.9666 2.0618 5.5177
91 N 2.5905 1.6286 5.7453
92 C 2.3164 0.4639 4.9087
93 C 1.0765 -0.2880 5.3884
94 C 1.6940 2.6950 5.3966
95 C 1.6101 3.7061 6.5475
96 H 6.0385 1.5683 6.0493
97 H 5.1363 0.2316 5.5623
98 H 4.7771 0.9142 7.1311
99 H 4.0588 3.0174 6.0128
100 H 4.2046 2.2222 4.4302
101 H 2.2395 0.7246 3.8358
102 H 3.1389 -0.2326 5.0078
103 H 0.2229 0.3856 5.3436
104 H 0.8564 -1.1550 4.7672
105 H 1.1855 -0.5714 6.4533
106 H 0.7094 2.2202 5.3534
107 H 1.8977 3.2297 4.4203
108 H 2.4974 4.3424 6.5830
109 H 1.4200 3.1751 7.4887
110 H 0.7401 4.3840 6.4425
111 C -4.7865 4.0880 3.8626
112 C -4.2259 2.9317 4.6168
113 N -2.9422 3.1820 5.2671
114 C -2.5093 2.0853 6.1048
115 C -3.3888 1.7079 7.2725
116 C -1.8620 3.5482 4.3039
117 C -1.6437 2.6500 3.0763
118 H -5.8405 3.9331 3.7043
119 H -4.3702 4.2440 2.8740
120 H -4.7330 5.0063 4.4717
121 H -4.9186 2.5755 5.3792
122 H -4.1076 2.1003 3.9129
123 H -2.3693 1.1747 5.4942
124 H -1.5687 2.3898 6.5810
125 H -4.4379 1.5031 7.0591
126 H -3.0065 0.8025 7.7534
127 H -3.3921 2.5152 8.0208
128 H -0.9364 3.5483 4.8796
129 H -2.0458 4.6132 4.0257
130 H -1.6055 1.6091 3.4298
131 H -0.6873 2.9210 2.6052
132 H -2.4997 2.7595 2.3863
133 C 1.7375 -2.5976 0.1090
134 C 2.1688 -3.3692 1.3628
135 N 3.6222 -3.5739 1.4854
136 C 4.0506 -3.9467 2.8507
137 C 4.0661 -2.7597 3.7434
138 C 4.0988 -4.5242 0.5237
139 C 5.5797 -4.5500 0.3259
140 H 2.1647 -1.6089 0.0957
141 H 0.6589 -2.4246 0.1309
142 H 2.0312 -3.0088 -0.8531
143 H 1.7781 -2.8231 2.2221
144 H 1.6592 -4.3444 1.3428
145 H 3.3623 -4.7231 3.2280
146 H 5.0325 -4.4082 2.8157
147 H 4.4306 -2.9740 4.7424
148 H 4.7498 -2.0038 3.3825
149 H 3.0739 -2.3001 3.8328
150 H 3.7016 -4.3657 -0.4781
151 H 3.8701 -5.5609 0.8069
152 H 5.8213 -5.1759 -0.5314
153 H 6.1759 -4.9939 1.1398
154 H 6.0024 -3.5652 0.1707
155 Cl 5.2377 0.3601 2.2495
156 C 5.0735 -0.2904 0.6109
157 Cl 6.6784 -0.5560 -0.1999
158 Cl 4.0575 0.6735 -0.4998
159 H 4.6318 -1.2805 0.6669
160 Cl 3.1987 5.0849 -4.2012
161 C 2.6224 3.7072 -5.0437
162 Cl 0.9833 3.3399 -4.5327
163 Cl 3.6970 2.3512 -4.8171
164 H 2.5547 3.9293 -6.1006
165 Cl -4.6577 -0.9793 -0.1866
166 C -5.1028 0.0615 -1.5739
167 Cl -5.6277 1.7035 -1.0317
168 Cl -6.5000 -0.6705 -2.4406
169 H -4.2735 0.2208 -2.2768
170 Cl -2.1250 -2.3722 5.2495
171 C -2.7760 -2.3350 3.6152
172 Cl -1.4453 -2.1708 2.4727
173 Cl -3.8627 -0.9250 3.4728
174 H -3.3466 -3.2316 3.4258
175 Cl 0.7743 0.7913 1.2940
176 C -0.1988 1.2503 -0.0728
177 Cl -1.7434 0.4034 0.0097
178 Cl 0.6282 0.8163 -1.5860
179 H -0.3871 2.3345 -0.1339

Cartesian forces, eV/Å:
C -0.9750 -0.4690 -0.2338
C 1.2738 -0.3432 0.1069
N 0.6959 -0.8046 0.0248
C 1.1975 0.8199 0.2813
C -0.3656 0.4004 -0.6149
C 0.2632 0.8930 0.4077
C -0.4275 0.3510 0.1576
H -0.0277 0.1942 -0.1425
H 0.2195 0.1439 -0.0185
H 0.2964 0.1112 0.1278
H -0.5826 0.0025 0.4928
H -0.4001 -0.3937 -0.4372
H 0.0549 0.0096 -0.1780
H -0.6516 -0.1711 0.1381
H -0.0695 0.1162 0.0967
H 0.1782 -0.0047 0.0375
H -0.2002 -0.0572 0.2744
H -0.5951 0.1060 0.2376
H -0.1100 -0.6418 -0.0050
H -0.0955 -0.2307 -0.2741
H 0.1353 -0.1834 -0.4098
H 0.1365 0.0779 0.0379
C -0.3989 0.6675 0.4996
C 1.2333 -0.2873 -0.3697
N 0.5050 -0.7844 0.4010
C 0.8759 1.4077 0.3506
C -1.3704 -0.7303 -0.9686
C 0.4087 0.9245 -0.7116
C -0.0371 -0.3319 0.0511
H -0.3781 0.2478 0.1168
H -0.2138 0.0962 -0.0461
H -0.2261 -0.2034 -0.0749
H -0.1652 -0.2809 -0.1291
H -0.0683 -0.3175 -0.0535
H 0.2809 -0.0749 0.6537
H -0.0263 0.0120 0.1965
H 0.0918 -0.0338 -0.0040
H 0.0629 0.1309 -0.0041
H -0.3186 -0.3324 0.0938
H 0.3758 -0.2172 0.2487
H -0.5141 -0.0645 -0.0133
H -0.0197 0.0112 -0.3338
H -0.1344 0.0290 -0.0471
H 0.0695 0.0166 0.1280
C -0.6274 -0.5711 -0.9196
C 0.0260 0.9092 1.8093
N 0.6829 -0.6010 -0.5326
C 0.6540 -0.2477 0.4818
C -0.1592 -0.0139 -0.2427
C -0.6744 -0.2036 0.3970
C -0.6309 0.6304 -1.0139
H -0.4700 0.2192 -0.1076
H 0.2298 0.0368 0.2043
H 0.1549 0.0518 -0.5555
H 0.5616 0.0190 0.2866
H 0.0535 -0.1865 -0.6656
H -0.1349 -0.2606 0.2033
H -0.1658 -0.0833 -0.2794
H 0.0094 0.1330 0.3161
H -0.2517 0.0189 -0.2056
H 0.1564 -0.0518 0.0060
H -0.3451 0.0715 -0.5190
H 0.1501 0.0759 0.2101
H 0.6727 0.1801 0.2044
H -0.3290 -0.0755 0.1527
H 0.4225 0.0070 0.6621
C 0.5735 -0.2000 -0.5276
C 0.4041 0.0376 0.8716
N 0.3363 -0.8073 -0.4199
C -0.6714 0.5008 -0.1731
C -0.1822 -0.3254 -0.2983
C 0.4292 0.3224 0.4166
C -1.2211 -0.3222 -1.0633
H 0.0863 -0.0838 0.2360
H -0.4077 -0.4093 -0.2205
H 0.0366 0.4783 0.0617
H 0.2712 0.4218 0.4804
H -0.2886 -0.3265 -0.4563
H 0.3033 -0.0452 0.0187
H -0.0173 0.3967 -0.1803
H 0.2075 0.0431 0.0725
H -0.2358 -0.0464 0.1889
H 0.1488 0.2375 0.1848
H -0.2006 0.3598 -0.3050
H -0.4343 -0.3235 0.3674
H 0.1112 -0.0636 0.2775
H 0.6388 -0.2654 0.2049
H 0.1777 0.3094 0.2162
C 1.5816 -0.9164 0.2918
C 0.1160 0.6490 -0.5177
N 1.0302 -0.4354 -1.2332
C -0.3355 -0.7486 0.3382
C -0.0398 0.5086 0.3521
C -1.1461 0.8226 0.6579
C -0.6983 0.4439 -0.2209
H -0.7773 0.3052 0.1481
H -0.3837 -0.2923 -0.1364
H -0.0024 0.0545 0.1520
H 0.1007 0.4384 -0.0228
H -0.4354 0.0020 0.5075
H -0.0167 0.0712 0.1563
H 0.3670 -0.0077 -0.0971
H -0.3227 -0.1966 -0.0619
H 0.0298 -0.0777 0.0491
H 0.0677 -0.0485 -0.5870
H 0.0106 0.3290 -0.4198
H 0.0162 -0.6734 0.6087
H -0.0609 -0.1393 0.3407
H 0.4681 0.0957 -0.1562
H 0.3961 -0.2213 -0.2615
C -0.5109 1.1355 0.4625
C 0.7717 -0.9858 0.1291
N 0.2822 0.5939 -0.4304
C 0.1393 -0.5396 -0.0363
C -0.5836 0.3542 0.8232
C -0.4610 0.8115 0.4720
C -0.6621 0.1602 0.5823
H -0.5273 -0.2096 -0.1374
H 0.4201 0.1029 -0.0348
H 0.2364 -0.1838 -0.3522
H -0.0562 0.2416 -0.0318
H -0.1315 -0.3627 -0.1214
H 0.3218 -0.0136 0.0990
H 0.1512 -0.2201 -0.4681
H 0.0409 -0.0365 -0.3231
H 0.1197 0.1452 -0.0630
H 0.0292 -0.2050 -0.1473
H -0.0210 0.1288 0.0881
H 0.1469 -0.7011 -0.1084
H 0.1310 0.1296 -0.3963
H -0.4135 -0.1504 -0.0536
H 0.5699 -0.1740 -0.0056
C 0.1559 0.2853 0.3241
C 0.0138 -0.2429 -0.5343
N -0.0336 0.7252 0.1295
C -0.8392 -0.5038 -0.7084
C -0.1268 0.8479 0.6951
C 0.3362 -0.9833 -0.3854
C 1.5493 -0.1451 0.2777
H 0.3269 0.5642 0.2344
H 0.0192 -0.2483 -0.0924
H -0.1749 -0.5090 -0.0081
H 0.2206 -0.0404 0.1168
H -0.0405 -0.1195 0.1851
H 0.0722 0.0120 0.1057
H 0.1120 0.0624 -0.1642
H -0.1660 -0.3608 0.2931
H 0.0696 0.1807 -0.3514
H 0.2008 -0.0736 0.0360
H -0.5407 0.2625 0.1952
H -0.6811 -0.1543 0.0512
H -0.0396 0.0699 -0.2293
H -0.4483 0.1365 0.0128
H 0.0235 0.3558 -0.2337
Cl -0.0646 0.1431 -0.7174
C 0.4576 -0.2909 -0.8770
Cl -0.5359 0.2677 0.6389
Cl 0.2590 -0.0115 0.7356
H -0.1414 -0.0162 0.2636
Cl 0.4666 1.0612 0.5304
C -0.4283 -0.3232 -0.5893
Cl -0.4647 -0.3057 0.1415
Cl 0.1849 -0.4925 0.0167
H 0.1925 0.0045 -0.0454
Cl -0.1145 0.5039 -0.5510
C -0.8213 0.2362 0.2772
Cl 0.4557 -0.6579 -0.0488
Cl 0.6759 0.0873 0.2070
H -0.3245 -0.1638 0.2597
Cl -0.0422 -0.2464 0.2098
C 0.1222 0.9121 0.1860
Cl -0.0957 -0.2295 -0.1869
Cl 0.0366 -0.3385 -0.1226
H 0.0372 -0.0872 -0.0816
Cl 0.3248 0.1117 0.4358
C -0.3544 0.1662 -0.7026
Cl -0.1993 0.1407 -0.0774
Cl 0.1530 -0.0037 -0.0774
H 0.2185 -0.3305 0.4551

The total energy comes out at -248788.87734 eV. Its SMILES is CCN(CC)CC.CCN(CC)CC.CCN(CC)CC.CCN(CC)CC.CCN(CC)CC.CCN(CC)CC.CCN(CC)CC.ClC(Cl)Cl.ClC(Cl)Cl.ClC(Cl)Cl.ClC(Cl)Cl.ClC(Cl)Cl. For the gap between HOMO and LUMO, the calculation gives 8.51 eV.

Atomic partial charges in e from the Löwdin method, atoms 1 to 2:
1 C -0.099
2 C -0.255